(one)
18
Properties=species:S:1:pos:R:3:lowdin_charge:R:1 method="wB97M-V/def2-TZVPD" orbital_gap_ev=12.1 smiles=O.O.O.O.O.O homo_ev=-11.65
O -0.173 2.292 2.055 -0.097
H 0.150 1.432 2.480 0.028
H 0.410 2.827 2.618 0.055
O 0.390 -0.292 3.065 -0.035
H -0.146 -0.735 2.424 -0.011
H 1.229 -0.325 2.582 0.066
O -0.887 -1.863 0.932 -0.106
H -1.000 -1.004 0.376 0.032
H -1.539 -2.477 0.595 0.034
O -0.571 0.559 -0.113 -0.088
H 0.070 0.458 -0.876 0.063
H -0.381 1.377 0.430 0.046
O -0.005 -1.851 -2.390 -0.062
H 0.664 -1.337 -1.958 0.000
H -0.332 -2.369 -1.606 0.050
O 1.036 1.187 -3.384 -0.095
H 0.876 0.406 -3.972 0.056
H 0.207 1.717 -3.257 0.063

=====

(two)
18
Properties=species:S:1:pos:R:3:lowdin_charge:R:1 method="wB97M-V/def2-TZVPD" orbital_gap_ev=11.2 smiles=O.O.O.O.O.O homo_ev=-10.80
O 1.096 0.079 0.502 -0.053
H 0.709 -0.782 0.690 0.003
H 0.760 0.652 1.202 0.046
O -0.511 -2.451 1.254 -0.047
H -0.740 -2.250 0.335 0.033
H -0.570 -3.405 1.344 0.051
O -1.646 0.565 2.524 -0.060
H -1.509 -0.345 2.221 0.012
H -1.799 0.423 3.465 0.041
O -0.121 -1.416 -2.016 -0.064
H -0.593 -0.573 -2.108 0.011
H 0.656 -1.387 -2.577 0.036
O -0.585 1.344 -1.406 -0.082
H -1.092 1.358 -0.583 0.044
H 0.104 2.000 -1.170 0.010
O 1.914 2.458 -1.087 -0.060
H 1.939 1.612 -0.600 0.021
H 1.990 2.117 -1.989 0.057

=====

(three)
18
Properties=species:S:1:pos:R:3:lowdin_charge:R:1 method="wB97M-V/def2-TZVPD" orbital_gap_ev=10.7 smiles=O.O.O.O.O.O homo_ev=-10.74
O 2.652 -0.460 1.333 -0.041
H 2.118 -1.127 0.961 -0.014
H 2.062 0.314 1.236 0.034
O -0.031 0.927 2.926 -0.026
H -0.357 0.445 3.651 0.012
H -0.775 0.952 2.330 -0.002
O -0.154 -1.587 -3.296 -0.012
H 0.777 -1.796 -3.368 0.048
H -0.477 -1.776 -2.454 -0.037
O -1.450 2.084 0.605 -0.046
H -1.692 2.386 -0.263 0.044
H -1.479 2.858 1.055 -0.003
O -0.509 -3.009 -0.241 -0.021
H -0.144 -2.796 -1.120 0.020
H -0.500 -2.280 0.337 0.005
O -0.191 1.884 -0.981 -0.092
H 0.105 1.019 -0.756 0.029
H 0.047 1.961 -1.956 0.102

=====

Energies relative to the minimum, eV: (one) 0.222; (two) 0.000; (three) 2.232

=====

(one)
18
Properties=species:S:1:pos:R:3:lowdin_charge:R:1 method="wB97M-V/def2-TZVPD" orbital_gap_ev=10.1 smiles=O.O.O.O.O.O homo_ev=-10.26
O -1.301 2.824 3.275 -0.068
H -1.370 2.715 4.226 0.027
H -0.832 2.033 2.976 -0.020
O -0.567 0.154 -0.267 -0.034
H -0.282 0.438 0.608 0.031
H 0.173 -0.354 -0.618 0.036
O 0.155 0.371 3.115 -0.039
H 1.057 0.039 3.079 0.059
H -0.372 -0.371 3.429 0.066
O 2.492 -0.762 -1.698 -0.041
H 2.899 0.078 -1.466 0.065
H 3.228 -1.368 -1.831 0.065
O 0.751 -1.810 -3.593 -0.071
H 1.322 -2.083 -4.315 0.027
H 1.324 -1.325 -2.979 -0.027
O -3.207 -0.276 -1.093 -0.080
H -3.193 -0.073 -2.032 0.025
H -2.277 -0.231 -0.815 -0.021

=====

(two)
18
Properties=species:S:1:pos:R:3:lowdin_charge:R:1 method="wB97M-V/def2-TZVPD" orbital_gap_ev=11.5 smiles=O.O.O.O.O.O homo_ev=-11.46
O -0.314 -0.106 0.201 -0.062
H 0.262 0.109 -0.542 0.028
H 0.202 -0.730 0.724 0.028
O 0.675 -0.990 4.029 -0.061
H 1.292 -1.717 4.172 0.031
H 1.039 -0.267 4.551 0.036
O 1.573 0.343 -5.377 -0.063
H 1.010 -0.270 -4.891 0.030
H 2.451 -0.051 -5.322 0.032
O 3.626 2.424 2.547 -0.062
H 3.145 2.545 1.720 0.033
H 4.145 1.625 2.402 0.030
O -2.370 -4.853 -1.063 -0.062
H -1.630 -4.305 -0.778 0.029
H -3.009 -4.222 -1.413 0.033
O -3.976 3.611 0.051 -0.063
H -4.575 3.976 -0.610 0.031
H -3.546 2.877 -0.402 0.031

=====

Energies relative to the minimum, eV: (one) 0.000; (two) 0.597

=====

(one)
13
Properties=species:S:1:pos:R:3:lowdin_charge:R:1 method="wB97M-V/def2-TZVPD" orbital_gap_ev=9.1 homo_ev=-9.32
C 0.612 -0.354 -0.161 -0.271
C -0.468 -1.117 -0.012 -0.137
C -1.712 -0.759 -0.830 -0.119
O 1.831 -0.789 0.311 -0.368
O 3.374 1.480 -0.263 -0.446
P 3.254 0.137 0.269 0.867
H 0.475 0.436 -0.835 0.096
H 0.036 2.485 2.160 0.013
H -0.371 -2.102 0.486 0.117
H -2.445 -1.547 -1.010 0.055
H -1.526 -0.215 -1.789 0.075
H -2.325 0.039 -0.165 0.110
H -0.735 2.305 1.840 0.009

=====

(two)
13
Properties=species:S:1:pos:R:3:lowdin_charge:R:1 method="wB97M-V/def2-TZVPD" orbital_gap_ev=10.2 smiles="C=CC(O)(O)P" homo_ev=-9.30
C 1.647 0.758 -0.101 -0.024
C 1.029 0.063 0.817 -0.025
C -0.462 -0.530 0.196 -0.813
O -0.248 -0.821 -1.080 -0.088
O -0.946 -1.625 0.997 -0.067
P -1.911 0.699 0.193 0.894
H 2.618 1.322 0.023 0.093
H 1.212 0.859 -1.031 0.035
H 1.113 -0.153 1.803 0.060
H 0.706 -0.844 -1.302 0.106
H -1.693 -2.003 0.611 0.039
H -2.121 0.522 -1.157 -0.117
H -0.943 1.753 0.029 -0.093

=====

Energies relative to the minimum, eV: (one) 0.000; (two) 1.294